Here is a 12-piece molecular cluster, C66H60F9N3 overall from OMol25. Energies are from ωB97M-V/def2-TZVPD.

The gap between HOMO and LUMO is 8.5 eV. The HOMO energy is -8.1 eV. The LUMO energy is 0.016 hartree. The largest force on an atom comes out at 4.425 eV/Å. The structure (SMILES) is c1cc[nH]c1.c1cc[nH]c1.c1cc[nH]c1.Fc1ccccc1.Fc1ccccc1.Fc1ccccc1.Fc1ccccc1.Fc1ccccc1.Fc1ccccc1.Fc1ccccc1.Fc1ccccc1.Fc1ccccc1. The energy above the lowest of the compared OMol25 structures with the same formula, charge and spin comes out at 47.0 kcal/mol. As for the net charge: 0.

Last columns: bonded neighbours and bond lengths (Å).
CARTESIAN COORDINATES (ANGSTROEM)
1 C 3.62947 -0.65462 -2.83468  C2 1.379, C5 1.415, H6 1.080
2 C 2.26184 -0.48696 -2.89481  C1 1.379, C3 1.370, H7 1.080
3 C 2.08180 0.46653 -3.86201  C2 1.370, N4 1.396, H8 1.080
4 N 3.27771 0.67940 -4.55076  C3 1.396, C5 1.332, H9 1.010
5 C 4.23733 -0.01549 -3.94162  C1 1.415, N4 1.332, H10 1.080
6 H 4.27304 -1.13944 -2.11553  C1 1.080
7 H 1.50936 -1.01159 -2.32478  C2 1.080
8 H 1.13960 0.91444 -4.14138  C3 1.080
9 H 3.42113 1.19005 -5.41027  N4 1.010
10 H 5.26563 -0.02582 -4.27161  C5 1.080
11 C 1.50841 5.40318 0.60890  C12 1.391, C15 1.373, H16 1.080
12 C 1.62729 5.28676 -0.77194  C11 1.391, C13 1.382, H17 1.080
13 C 0.36310 5.61722 -1.22100  C12 1.382, N14 1.340, H18 1.080
14 N -0.47160 5.93817 -0.22291  C13 1.340, C15 1.427, H19 1.010
15 C 0.25357 5.80113 0.99808  C11 1.373, N14 1.427, H20 1.080
16 H 2.28489 5.11537 1.30219  C11 1.080
17 H 2.50865 4.91599 -1.27406  C12 1.080
18 H -0.00532 5.65105 -2.23565  C13 1.080
19 H -1.44516 6.18134 -0.33752  N14 1.010
20 H -0.27101 5.96293 1.92815  C15 1.080
21 C -1.67906 2.22683 -5.62637  C22 1.394, C25 1.380, H26 1.080
22 C -1.16769 3.51966 -5.72234  C21 1.394, C23 1.389, H27 1.080
23 C -1.33465 4.18115 -4.51298  C22 1.389, N24 1.387, H28 1.080
24 N -1.73462 3.21375 -3.60326  C23 1.387, C25 1.373, H29 1.010
25 C -1.95841 2.04405 -4.28696  C21 1.380, N24 1.373, H30 1.080
26 H -1.92506 1.60910 -6.47743  C21 1.080
27 H -0.81133 3.92065 -6.65969  C22 1.080
28 H -0.93919 5.09848 -4.10247  C23 1.080
29 H -1.85796 3.29888 -2.60444  N24 1.010
30 H -2.20079 1.19750 -3.66166  C25 1.080
31 F -2.90182 -2.20410 -8.89395  C32 1.363
32 C -2.64581 -2.00855 -7.56930  F31 1.363, C33 1.364, C37 1.389
33 C -3.58771 -2.30599 -6.62852  C32 1.364, C34 1.317, H38 1.080
34 C -3.43789 -2.03165 -5.34867  C33 1.317, C35 1.396, H39 1.080
35 C -2.22359 -1.51000 -4.89915  C34 1.396, C36 1.395, H40 1.080
36 C -1.19793 -1.25505 -5.81028  C35 1.395, C37 1.363, H41 1.080
37 C -1.40622 -1.57185 -7.11915  C32 1.389, C36 1.363, H42 1.080
38 H -4.51423 -2.70845 -7.01060  C33 1.080
39 H -4.18751 -2.21706 -4.59363  C34 1.080
40 H -2.16127 -1.30795 -3.84005  C35 1.080
41 H -0.31989 -0.74260 -5.44580  C36 1.080
42 H -0.66336 -1.25673 -7.83696  C37 1.080
43 F 5.06689 -4.45257 2.32250  C44 1.368
44 C 4.24477 -3.42362 1.95157  F43 1.368, C45 1.391, C49 1.368
45 C 3.38833 -3.58716 0.86723  C44 1.391, C46 1.383, H50 1.080
46 C 2.64016 -2.51716 0.41222  C45 1.383, C47 1.389, H51 1.080
47 C 2.95237 -1.28436 0.97126  C46 1.389, C48 1.405, H52 1.080
48 C 3.80158 -1.07375 2.07090  C47 1.405, C49 1.372, H53 1.080
49 C 4.41641 -2.20373 2.54692  C44 1.368, C48 1.372, H54 1.080
50 H 3.28915 -4.52700 0.34448  C45 1.080
51 H 1.99243 -2.72407 -0.42684  C46 1.080
52 H 2.44720 -0.45167 0.50453  C47 1.080
53 H 4.02622 -0.13010 2.54572  C48 1.080
54 H 5.19634 -2.15817 3.29260  C49 1.080
55 F 5.32434 3.85574 2.52349  C56 1.334
56 C 5.55921 3.19346 1.38959  F55 1.334, C57 1.422, C61 1.390
57 C 4.50592 2.41752 0.83249  C56 1.422, C58 1.396, H62 1.080
58 C 4.80336 1.73092 -0.34564  C57 1.396, C59 1.377, H63 1.080
59 C 6.06049 1.80032 -0.90244  C58 1.377, C60 1.399, H64 1.080
60 C 7.11428 2.54309 -0.36021  C59 1.399, C61 1.416, H65 1.080
61 C 6.80232 3.32082 0.78113  C56 1.390, C60 1.416, H66 1.080
62 H 3.48868 2.32776 1.18401  C57 1.080
63 H 3.97627 1.20993 -0.80487  C58 1.080
64 H 6.26745 1.27395 -1.82249  C59 1.080
65 H 8.11885 2.56498 -0.75615  C60 1.080
66 H 7.60358 3.92028 1.18737  C61 1.080
67 F -1.59536 -0.89246 5.15776  C68 1.366
68 C -2.54446 -1.15585 4.21192  F67 1.366, C69 1.405, C73 1.370
69 C -3.24423 -0.12391 3.56474  C68 1.405, C70 1.430, H74 1.080
70 C -4.41690 -0.41186 2.79901  C69 1.430, C71 1.426, H75 1.080
71 C -4.73575 -1.78621 2.59290  C70 1.426, C72 1.415, H76 1.080
72 C -4.04234 -2.79546 3.30104  C71 1.415, C73 1.381, H77 1.080
73 C -2.95676 -2.45590 4.08397  C68 1.370, C72 1.381, H78 1.080
74 H -2.77186 0.84367 3.64865  C69 1.080
75 H -4.98308 0.36916 2.31338  C70 1.080
76 H -5.52570 -1.99166 1.88567  C71 1.080
77 H -4.28390 -3.83138 3.11417  C72 1.080
78 H -2.35045 -3.17039 4.62090  C73 1.080
79 F 1.60982 -1.36204 4.56754  C80 1.361
80 C 1.06778 -2.58428 4.82219  F79 1.361, C81 1.339, C85 1.426
81 C 0.38141 -2.84896 5.94112  C80 1.339, C82 1.404, H86 1.080
82 C -0.27165 -4.07395 6.14954  C81 1.404, C83 1.389, H87 1.080
83 C -0.33914 -4.99675 5.11380  C82 1.389, C84 1.414, H88 1.080
84 C 0.26565 -4.74225 3.86118  C83 1.414, C85 1.411, H89 1.080
85 C 0.98149 -3.53087 3.75913  C80 1.426, C84 1.411, H90 1.080
86 H 0.27970 -2.11163 6.72368  C81 1.080
87 H -0.67814 -4.19659 7.14258  C82 1.080
88 H -0.91976 -5.88946 5.29365  C83 1.080
89 H 0.19916 -5.40773 3.01318  C84 1.080
90 H 1.51233 -3.32030 2.84247  C85 1.080
91 F -3.74558 1.79459 -1.15788  C92 1.307
92 C -4.69114 0.94080 -1.44823  F91 1.307, C93 1.405, C97 1.357
93 C -4.49398 -0.40405 -1.09098  C92 1.405, C94 1.391, H98 1.080
94 C -5.53428 -1.29241 -1.34019  C93 1.391, C95 1.421, H99 1.080
95 C -6.74489 -0.76138 -1.86100  C94 1.421, C96 1.385, H100 1.080
96 C -6.86078 0.56721 -2.23634  C95 1.385, C97 1.348, H101 1.080
97 C -5.84206 1.41445 -1.98838  C92 1.357, C96 1.348, H102 1.080
98 H -3.54033 -0.69832 -0.67824  C93 1.080
99 H -5.48375 -2.31039 -0.98302  C94 1.080
100 H -7.63731 -1.36382 -1.94491  C95 1.080
101 H -7.74813 0.87768 -2.76795  C96 1.080
102 H -6.02172 2.47390 -2.09647  C97 1.080
103 F -3.47207 -3.56244 -2.50106  C104 1.354
104 C -2.46128 -3.75978 -1.62253  F103 1.354, C105 1.371, C109 1.364
105 C -1.36294 -4.37558 -2.16480  C104 1.371, C106 1.366, H110 1.080
106 C -0.39820 -4.81450 -1.30323  C105 1.366, C107 1.364, H111 1.080
107 C -0.36095 -4.46385 0.01445  C106 1.364, C108 1.414, H112 1.080
108 C -1.50050 -3.82359 0.55382  C107 1.414, C109 1.399, H113 1.080
109 C -2.55669 -3.47015 -0.29256  C104 1.364, C108 1.399, H114 1.080
110 H -1.35186 -4.52900 -3.23379  C105 1.080
111 H 0.47248 -5.30426 -1.71366  C106 1.080
112 H 0.45279 -4.79178 0.64428  C107 1.080
113 H -1.46382 -3.41522 1.55296  C108 1.080
114 H -3.45531 -2.99548 0.07290  C109 1.080
115 F 3.07597 1.23814 6.47485  C116 1.339
116 C 2.28304 2.12490 5.86024  F115 1.339, C117 1.391, C121 1.394
117 C 2.93304 3.23633 5.33402  C116 1.391, C118 1.364, H122 1.080
118 C 2.20660 4.08669 4.55340  C117 1.364, C119 1.398, H123 1.080
119 C 0.82822 3.93952 4.36879  C118 1.398, C120 1.398, H124 1.080
120 C 0.17698 2.85720 4.96779  C119 1.398, C121 1.373, H125 1.080
121 C 0.92394 1.91422 5.63044  C116 1.394, C120 1.373, H126 1.080
122 H 4.01108 3.27818 5.38380  C117 1.080
123 H 2.62381 4.97594 4.10444  C118 1.080
124 H 0.28523 4.65502 3.76909  C119 1.080
125 H -0.87688 2.66179 4.83506  C120 1.080
126 H 0.40976 1.01227 5.92791  C121 1.080
127 F -0.96664 -0.85562 -1.35940  C128 1.355
128 C -0.48628 -0.08384 -0.35417  F127 1.355, C129 1.337, C133 1.354
129 C 0.07839 1.08651 -0.66761  C128 1.337, C130 1.373, H134 1.080
130 C 0.61895 1.88082 0.31315  C129 1.373, C131 1.417, H135 1.080
131 C 0.60790 1.41572 1.65145  C130 1.417, C132 1.351, H136 1.080
132 C -0.02471 0.26367 1.96255  C131 1.351, C133 1.372, H137 1.080
133 C -0.51128 -0.50234 0.93354  C128 1.354, C132 1.372, H138 1.080
134 H 0.11497 1.33905 -1.71704  C129 1.080
135 H 1.04630 2.82895 0.02191  C130 1.080
136 H 1.10652 2.03487 2.38250  C131 1.080
137 H -0.01793 -0.01167 3.00684  C132 1.080
138 H -0.96259 -1.44764 1.19647  C133 1.080